{"formula": "C4H8N2O", "method": "wB97M-V/def2-TZVPD", "species": ["N", "C", "H", "C", "H", "H", "H", "C", "N", "C", "H", "H", "O", "H", "H"], "xyz": [[-2.054, 1.977, -0.495], [-1.246, -0.020, 0.602], [-2.851, 1.950, -1.121], [2.156, -0.546, 0.403], [2.106, -0.760, -1.813], [2.874, -1.298, 0.755], [2.704, 0.388, 0.252], [1.559, -1.029, -0.890], [-0.967, -0.566, 1.677], [-1.372, 0.732, -0.472], [-0.905, 0.428, -1.402], [-1.562, -1.369, 1.891], [0.552, -1.691, -0.982], [1.379, -0.427, 1.163], [-2.372, 2.231, 0.432]], "nbo_charge": [-0.806, 0.353, 0.365, -0.740, 0.102, 0.241, 0.223, 0.448, -0.643, -0.229, 0.230, 0.368, -0.537, 0.260, 0.365], "gap_ev": 9.0, "molar_mass_g_mol": 100.1, "de_lowest_kcal_mol": 71.36, "charge": 0, "smiles": "N=C=CN.CC=O"}

{"formula": "CH3ClFOP", "method": "wB97M-V/def2-TZVPD", "species": ["Cl", "H", "O", "H", "C", "H", "F", "P"], "xyz": [[-3.587, 1.307, 1.826], [0.660, 0.602, 0.259], [-1.204, 0.436, 1.162], [0.223, -0.905, 1.383], [-0.051, -0.080, 0.719], [-0.724, -0.192, -1.201], [-1.078, -0.131, -2.087], [-2.276, -0.198, 2.068]], "nbo_charge": [-0.291, 0.196, -0.741, 0.159, -0.151, 0.544, -0.575, 0.859], "gap_ev": [7.3, 8.2], "molar_mass_g_mol": 116.5, "de_lowest_kcal_mol": 116.49, "charge": 0}

{"formula": "C20H16N9OPdS3", "method": "wB97M-V/def2-TZVPD", "species": ["C", "N", "N", "C", "C", "H", "H", "C", "C", "C", "N", "C", "C", "C", "C", "N", "H", "N", "Pd", "C", "N", "N", "H", "H", "C", "H", "N", "N", "H", "C", "S", "C", "H", "C", "C", "O", "C", "H", "C", "H", "H", "C", "C", "H", "S", "H", "H", "H", "S", "H"], "xyz": [[-1.184, 4.449, -0.064], [-2.427, 0.560, -0.837], [-2.009, -4.273, -0.476], [0.874, 3.956, -1.418], [-2.911, 2.666, 0.185], [4.134, -0.838, 2.738], [2.978, -3.109, 2.892], [3.423, -1.191, 1.994], [-4.485, 0.875, 0.304], [-0.924, -2.619, 0.841], [-0.900, 5.702, 0.251], [1.062, 1.758, -2.328], [-2.079, 1.827, -0.547], [-1.595, -3.003, -0.349], [-0.474, -1.303, 1.084], [-3.071, 4.940, 1.134], [1.236, 4.964, -1.264], [2.943, -1.271, -0.385], [-0.880, -0.500, -1.688], [-0.343, 3.571, -0.854], [0.292, -4.490, 2.112], [-0.082, 1.373, -1.779], [-4.797, 2.804, 1.198], [2.506, 3.303, -2.650], [-3.595, 0.092, -0.430], [1.987, -3.994, 0.991], [2.561, -3.165, 0.867], [-0.105, -0.228, 1.296], [2.433, -0.823, 2.270], [3.803, -0.654, 0.624], [1.338, -3.140, -1.442], [-4.140, 2.166, 0.622], [2.746, -0.817, -1.270], [3.405, -2.712, 1.974], [-0.796, 2.271, -1.064], [-1.849, -2.243, -1.350], [2.385, -2.450, -0.226], [4.848, -0.869, 0.391], [1.572, 3.042, -2.172], [1.583, 1.014, -2.917], [-2.404, -4.565, -1.353], [-2.433, 4.011, 0.442], [-0.292, -3.638, 1.592], [-5.428, 0.452, 0.617], [-2.138, 6.252, 1.123], [-1.916, -4.935, 0.275], [4.410, -3.124, 1.858], [3.658, 0.424, 0.575], [0.900, -1.587, -2.699], [-3.815, -0.934, -0.690]], "nbo_charge": [0.166, -0.454, -0.785, -0.089, -0.083, 0.242, 0.242, -0.433, -0.227, -0.586, -0.599, 0.076, 0.255, 0.692, 0.317, -0.580, 0.253, -0.563, 0.800, -0.085, -0.415, -0.411, 0.252, 0.246, 0.087, 0.456, -0.562, -0.421, 0.238, -0.216, 0.205, -0.092, 0.435, -0.223, 0.173, -0.705, 0.361, 0.208, -0.238, 0.229, 0.420, 0.096, 0.321, 0.247, 0.987, 0.419, 0.209, 0.224, -0.324, 0.238], "gap_ev": 7.2, "molar_mass_g_mol": 601.0, "de_lowest_kcal_mol": 4.11, "charge": 1}

{"formula": "C42H36NO4S", "method": "wB97M-V/def2-TZVPD", "species": ["H", "H", "C", "C", "C", "C", "C", "C", "H", "H", "C", "C", "C", "H", "H", "H", "H", "C", "H", "H", "H", "C", "C", "H", "C", "H", "C", "H", "H", "C", "C", "H", "H", "C", "H", "H", "H", "C", "C", "C", "S", "C", "C", "N", "H", "H", "C", "H", "C", "C", "C", "H", "H", "C", "C", "H", "C", "O", "C", "H", "C", "O", "H", "H", "H", "C", "H", "C", "C", "C", "H", "C", "C", "H", "C", "H", "C", "H", "C", "O", "C", "H", "C", "O"], "xyz": [[3.292, 1.118, 2.638], [-0.918, 4.285, -2.375], [2.199, -5.927, 0.865], [3.022, 0.300, -1.929], [-1.243, 4.151, 6.727], [5.467, -0.753, 0.793], [1.464, 3.571, -4.691], [0.298, -0.007, 2.222], [-6.974, -2.599, -1.544], [5.354, -0.256, 2.898], [4.873, -0.609, -0.466], [-0.565, 2.176, 2.741], [-3.006, -1.279, -0.614], [5.308, -1.070, -1.356], [-0.936, 1.797, -2.214], [-0.221, 6.256, -3.430], [-3.227, 4.585, 7.470], [-1.968, 0.605, 1.589], [0.326, 6.090, -5.115], [-4.248, 4.699, 5.195], [1.377, 1.493, 3.343], [1.469, 2.182, -4.600], [4.894, -0.146, 1.914], [2.812, 1.358, -2.121], [0.592, 4.333, -3.911], [-0.081, -2.201, 0.903], [-0.959, -1.562, 0.818], [3.658, -0.075, -2.745], [-2.839, 4.284, 3.174], [3.731, 0.622, 1.774], [0.549, 5.824, -4.074], [-2.566, 2.626, 2.058], [2.106, 1.580, -5.242], [-2.610, 4.411, 6.587], [6.385, -1.336, 0.893], [-7.085, -3.922, -2.754], [-4.900, -1.187, -1.636], [-4.285, -3.240, -1.206], [1.500, -2.602, -0.698], [2.185, -6.763, -0.261], [0.639, -0.212, -3.510], [3.139, 0.766, 0.516], [0.464, 1.224, 2.815], [1.734, -0.398, -1.949], [-3.412, -5.136, -0.710], [-0.783, 4.120, 7.716], [1.919, -4.568, 0.734], [-1.428, -4.136, 0.411], [-0.902, -0.336, 1.521], [-4.135, -1.828, -1.189], [1.618, -1.558, -1.358], [2.433, -6.337, 1.849], [-2.948, 0.337, 1.208], [-0.250, 2.302, -2.888], [0.640, 1.554, -3.663], [1.515, 6.280, -3.822], [-2.190, -3.496, -0.033], [1.359, -0.831, -4.592], [-0.248, 3.689, -2.999], [2.391, -7.829, -0.154], [-3.189, 4.467, 5.316], [-0.305, 3.442, 3.267], [2.236, 1.365, 0.383], [-2.827, -0.209, -0.703], [1.912, -3.904, 1.603], [1.662, -4.013, -0.539], [1.892, -6.874, -2.405], [-0.450, 3.947, 5.601], [-1.073, 3.902, 4.349], [3.697, 0.132, -0.593], [1.328, -4.441, -2.629], [-1.781, 1.874, 2.119], [1.596, -4.875, -1.661], [2.141, 4.072, -5.386], [-6.440, -3.150, -2.331], [-6.100, -2.461, -3.115], [-3.275, -4.059, -0.642], [1.102, -0.743, 2.263], [-2.416, 4.232, 4.177], [-5.332, -3.894, -1.775], [1.891, -6.228, -1.525], [0.625, 3.785, 5.672], [-2.048, -2.078, 0.073], [-0.627, -0.708, -3.039]], "mulliken_charge": [0.342, 0.302, -0.704, -0.747, -0.389, -0.565, -0.684, -0.720, 0.343, 0.425, -0.499, 1.100, -0.236, 0.381, 0.461, 0.341, 0.374, -0.966, 0.349, 0.371, 0.397, -0.241, -0.719, 0.382, 1.016, 0.214, -0.393, 0.334, 0.554, -0.508, -1.404, 0.126, 0.476, -0.470, 0.397, 0.254, 0.386, 0.886, -0.407, -0.397, 1.210, 0.040, -0.446, 0.252, 0.465, 0.366, -0.165, 0.478, 0.279, -0.709, -0.022, 0.386, 0.849, -0.243, -0.183, 0.330, -0.611, -0.673, -0.881, 0.383, -0.576, -0.438, 0.508, 0.305, 0.383, 0.601, 0.399, -0.364, 0.122, 0.177, 0.442, -0.747, -0.272, 0.417, -0.800, 0.337, -0.841, 0.502, -0.183, -0.426, -0.623, 0.422, 0.920, -0.533], "gap_ev": 5.4, "molar_mass_g_mol": 650.8, "charge": 1}

{"formula": "C3CoFO3", "method": "wB97M-V/def2-TZVPD", "species": ["O", "C", "F", "C", "O", "O", "C", "Co"], "xyz": [[0.676, -2.114, 0.082], [1.277, -1.123, -0.106], [-3.432, 0.523, 0.243], [-0.964, 0.579, -0.102], [2.328, -0.530, -0.023], [0.302, 0.577, -0.327], [-2.149, 0.553, 0.100], [1.962, 1.535, 0.131]], "nbo_charge": [-0.409, 1.032, -0.155, 0.375, -0.674, -0.668, 0.570, 0.930], "gap_ev": [8.1, 7.3], "molar_mass_g_mol": 162.0, "de_lowest_kcal_mol": 12.09, "charge": 1, "spin_multiplicity": 6}

{"formula": "C8H12Si", "method": "wB97M-V/def2-TZVPD", "species": ["H", "H", "C", "C", "H", "H", "H", "Si", "H", "H", "C", "C", "H", "H", "C", "C", "C", "H", "C", "H", "H"], "xyz": [[-1.378, -2.400, 1.381], [0.156, 2.398, -1.122], [-3.062, 0.930, -1.509], [-2.075, 0.646, -0.870], [0.201, 1.120, 3.759], [-0.266, -3.591, 0.990], [-4.038, 1.352, -1.643], [-0.396, 0.262, -0.230], [2.170, 1.951, 0.067], [2.410, 0.403, -0.638], [-0.069, 0.970, 2.809], [0.662, 1.435, -1.176], [2.706, 1.869, -1.477], [0.320, -2.272, 1.767], [0.095, -1.762, -0.228], [-0.392, -2.505, 1.090], [-0.195, 0.702, 1.621], [0.520, 1.259, -2.299], [2.105, 1.390, -0.783], [1.047, -2.067, -0.429], [-0.521, -2.093, -1.082]], "nbo_charge": [0.209, 0.245, -0.180, -0.478, 0.211, 0.199, 0.237, 1.525, 0.212, 0.202, -0.201, -0.878, 0.208, 0.204, -0.740, -0.598, -0.442, 0.238, -0.602, 0.216, 0.213], "gap_ev": 10.8, "molar_mass_g_mol": 136.3, "de_lowest_kcal_mol": 38.89, "charge": 0, "smiles": "C#C[Si](C#C)(CC)CC"}

{"formula": "C20H32MnN6O6P2", "method": "wB97M-V/def2-TZVPD", "species": ["N", "N", "C", "C", "H", "H", "H", "C", "H", "H", "C", "H", "C", "H", "O", "P", "O", "C", "N", "H", "H", "C", "H", "N", "C", "N", "C", "H", "H", "N", "O", "C", "H", "H", "C", "C", "H", "H", "H", "H", "H", "Mn", "H", "H", "H", "H", "O", "C", "C", "H", "H", "H", "C", "C", "O", "H", "C", "H", "H", "P", "H", "H", "C", "C", "H", "C", "O"], "xyz": [[2.407, -1.287, 0.481], [0.724, -2.914, -0.976], [0.056, 1.308, 2.288], [2.022, 3.384, -2.020], [-2.927, -0.100, 1.625], [2.379, 2.163, -4.327], [-0.465, 0.305, 4.146], [1.854, 5.396, -0.526], [3.066, 0.789, -3.466], [1.012, 0.211, -1.541], [0.827, 1.756, -0.007], [-5.202, -2.252, -1.121], [2.170, 1.404, -3.574], [1.375, 0.760, -3.951], [-1.438, -0.681, -1.424], [-2.884, -0.350, -1.372], [-2.841, -3.606, -0.617], [1.322, 1.844, 2.982], [4.233, -2.131, -0.430], [2.047, 1.036, 3.093], [-4.539, -0.326, 1.751], [-3.755, -1.133, 0.040], [0.429, -0.712, 3.013], [-3.798, -0.099, 1.097], [-5.190, -1.484, -0.352], [0.287, 0.886, 0.902], [1.658, 3.927, -0.796], [-1.915, 2.016, 1.751], [5.613, -0.607, 0.198], [2.213, -4.538, -1.143], [-3.595, -0.775, -2.727], [3.459, -0.448, 0.743], [-3.096, -1.477, -3.171], [-3.617, 1.264, -0.296], [1.201, 1.256, -1.280], [1.001, -5.055, -1.554], [3.319, 0.473, 1.277], [2.526, 5.846, -1.256], [4.827, -2.707, -0.998], [2.271, 5.565, 0.469], [-0.972, -4.063, -1.591], [0.013, -1.049, 0.194], [-5.710, -1.869, 0.525], [-3.774, -4.114, 1.774], [-1.479, 2.346, 3.437], [1.799, 2.661, 2.450], [-1.491, -2.179, 1.086], [-0.343, 0.062, 3.089], [2.900, -2.277, -0.232], [0.803, 3.617, 1.107], [1.073, 2.196, 3.986], [-5.719, -0.604, -0.720], [-1.101, 2.318, 2.413], [1.080, 3.133, 0.184], [-3.283, 1.159, -1.224], [0.901, -6.073, -1.880], [1.987, -3.248, -0.796], [0.904, 5.931, -0.576], [-0.820, 3.334, 2.144], [-2.816, -2.639, 0.509], [2.474, 4.005, -2.784], [-1.273, -0.378, 2.734], [1.783, 2.032, -2.262], [4.599, -0.960, 0.204], [3.064, -5.054, -1.016], [0.093, -4.049, -1.428], [-3.726, -3.148, 1.744]], "nbo_charge": [-0.500, -0.529, 0.095, -0.263, 0.385, 0.211, 0.209, -0.627, 0.205, 0.164, 0.300, 0.246, -0.625, 0.214, -1.149, 2.398, -1.156, -0.623, -0.500, 0.197, 0.383, -0.659, 0.201, -0.864, -0.615, -0.859, 0.017, 0.204, 0.227, -0.499, -0.974, -0.051, 0.522, 0.536, -0.323, -0.087, 0.242, 0.208, 0.422, 0.209, 0.276, 1.504, 0.221, 0.511, 0.200, 0.219, -1.221, -0.587, 0.304, 0.195, 0.204, 0.218, -0.616, -0.352, -0.982, 0.226, 0.302, 0.214, 0.210, 2.389, 0.189, 0.201, 0.012, -0.081, 0.422, -0.062, -1.009], "gap_ev": [6.1, 6.2], "molar_mass_g_mol": 569.4, "de_lowest_kcal_mol": 14.35, "charge": 0, "spin_multiplicity": 6}

{"formula": "C33H46BF3N6PbSi2Te", "method": "wB97M-V/def2-TZVPD", "species": ["C", "C", "H", "C", "N", "C", "C", "H", "H", "H", "H", "N", "H", "H", "C", "H", "C", "H", "Pb", "H", "C", "H", "C", "C", "C", "C", "C", "C", "C", "H", "Si", "H", "H", "H", "H", "C", "C", "C", "F", "C", "H", "H", "C", "H", "H", "H", "H", "C", "H", "N", "C", "C", "H", "N", "C", "H", "H", "B", "C", "C", "H", "H", "C", "H", "C", "H", "H", "H", "C", "H", "N", "H", "H", "H", "H", "H", "C", "H", "H", "F", "Te", "H", "H", "H", "C", "H", "H", "H", "C", "F", "Si", "C", "N"], "xyz": [[6.067, -5.643, 0.635], [6.437, -4.392, 0.264], [6.659, -4.044, -0.717], [-4.700, -2.529, 2.562], [5.292, -2.411, 3.943], [-5.779, -2.073, 0.451], [3.847, -3.914, -1.901], [-0.547, 5.468, -3.348], [0.591, 2.646, -0.458], [-0.372, 3.673, -3.484], [-3.989, -3.632, -2.317], [6.091, -4.258, 2.333], [-6.355, 0.010, -2.406], [-6.526, -1.753, -2.499], [3.539, -1.256, 4.283], [-1.302, 1.891, 0.634], [-4.610, -1.612, -0.096], [-5.851, -0.782, -3.848], [-2.463, 0.803, -2.175], [-4.127, 5.740, -0.319], [-0.455, -1.509, 0.251], [7.351, -3.384, 3.975], [-5.389, 4.254, 0.308], [1.889, 6.241, 0.111], [5.848, -5.509, 2.025], [5.732, -1.153, 4.208], [-3.392, -2.755, -2.507], [-2.110, 4.197, -1.647], [4.628, -0.309, 4.349], [-5.054, 0.893, -0.202], [-1.972, -0.466, 0.167], [-1.165, 4.424, -4.841], [6.782, -0.858, 4.225], [2.484, -1.066, 4.385], [-3.354, 5.423, -4.638], [-3.363, 3.739, -0.917], [-4.828, 1.947, -0.200], [-5.702, 2.866, 0.363], [3.866, 0.345, -1.173], [-3.696, 2.367, -0.952], [1.317, 6.141, -0.745], [-2.949, 6.186, -3.174], [3.405, -2.574, 0.449], [-0.582, 0.710, 1.754], [1.207, 3.771, -1.791], [4.034, -4.526, -2.794], [5.938, -4.687, 4.579], [-4.268, 4.642, -0.347], [-2.727, -1.894, 2.667], [6.424, -3.533, 1.269], [-1.501, 1.020, 1.240], [-5.885, -0.927, -2.792], [2.759, 6.918, 0.000], [2.974, -4.476, -0.962], [-3.256, 5.225, -3.557], [-0.028, -1.773, 1.259], [-3.119, -2.782, -3.616], [6.170, -3.721, 3.815], [2.783, -3.785, 0.139], [4.228, -2.584, -1.823], [4.571, 0.772, 4.446], [2.084, 2.382, -1.286], [-5.842, -2.448, 1.804], [4.729, -2.032, -2.629], [-3.496, -1.462, 0.717], [0.204, -0.792, -0.282], [5.966, -6.564, 0.167], [5.485, -6.146, 2.740], [4.115, -1.930, -0.547], [-4.152, 4.936, -2.959], [3.958, -2.465, 3.995], [-6.576, 2.583, 0.918], [-6.784, -2.963, 2.192], [-2.437, -2.852, -2.028], [-6.031, 5.008, 0.714], [-1.747, 5.170, -1.204], [-3.559, -1.975, 2.009], [2.017, -4.077, 0.866], [3.137, -2.063, 1.434], [4.741, -0.039, 0.712], [2.500, 4.220, 0.650], [-6.625, -2.219, -0.171], [1.204, 6.682, 0.851], [-2.262, 1.110, 2.045], [-1.078, 4.459, -3.745], [-1.314, 3.556, -1.420], [-4.643, -2.780, 3.550], [-0.514, -2.407, -0.300], [4.639, -0.480, -0.518], [5.838, -0.363, -1.133], [-4.204, -1.171, -1.952], [1.428, 3.138, -0.922], [-2.278, 4.244, -3.113]], "mulliken_charge": [-0.794, -0.692, 0.623, -0.867, 0.681, -0.129, -0.417, 0.237, -0.109, 0.109, 0.338, 0.505, 0.256, 0.323, -0.372, -0.011, 0.092, 0.405, 0.812, 0.244, -1.105, -0.189, -0.630, -0.805, -0.252, -0.413, -1.106, -1.043, -0.558, 0.230, 0.020, 0.377, 0.399, 0.508, 0.302, 0.260, -0.107, -1.022, -0.261, -0.297, 0.072, 0.384, 0.634, 0.420, 0.190, 0.311, -0.194, 0.100, 0.388, -0.744, -1.056, -1.312, 0.293, -0.610, -1.003, 0.277, 0.288, 0.095, -0.843, -0.777, 0.389, 0.388, -0.556, 0.369, 0.269, 0.121, 0.472, 0.510, 0.761, 0.237, -0.921, 0.446, 0.219, 0.181, 0.396, 0.443, -0.345, 0.449, 0.208, -0.201, 0.230, 0.328, 0.298, 0.314, -0.836, -0.017, 0.473, 0.468, 0.601, -0.295, 0.276, -0.494, 0.368], "gap_ev": 5.4, "molar_mass_g_mol": 985.6, "de_lowest_kcal_mol": 13.31, "charge": -2}